Record 1
This record from OMol25 describes a 2-piece molecular cluster, C27H36Br2F3N3O5S2 overall in a non-equilibrium geometry. The level of theory is ωB97M-V/def2-TZVPD.

## Properties
Maximum force ... 0.15096 hartree/bohr
SMILES ... COCCCCCCCc1c(CC[C@@](F)(Br)C(F)(F)Br)c(N=C=S)c(CCCO)c2nc(S)cnc12.COC(=O)OC
Total energy ... -213177.4778 eV

Structure (ORCA input):
```
! RIJCOSX wB97M-V def2-TZVPD def2/J DEFGRID3
* xyz 0 1
C -4.901 -1.128 0.598
O -4.099 -0.149 1.365
C -4.484 1.248 0.982
C -3.584 2.383 1.817
C -3.668 3.883 1.155
C -2.419 4.877 1.531
C -0.933 4.291 1.040
C -1.014 4.178 -0.593
C 0.391 3.594 -1.288
C 0.963 2.332 -0.350
C 0.262 0.821 -0.469
C -0.986 0.548 -1.509
C -0.809 -0.765 -2.470
C 0.283 -0.612 -3.680
F -0.224 -1.487 -4.804
Br 0.460 1.223 -4.451
C 1.787 -1.199 -3.326
F 2.525 -0.418 -2.308
F 1.734 -2.659 -3.083
Br 2.855 -0.981 -5.051
C 0.893 -0.335 0.562
N 0.309 -1.730 0.575
C 1.204 -2.658 0.042
S 2.305 -3.998 0.030
C 2.134 0.029 1.622
C 2.710 -1.135 2.677
C 4.231 -1.650 2.215
C 5.414 -1.164 3.264
O 5.887 -2.271 4.157
C 2.821 1.552 1.710
N 3.907 1.723 2.735
C 4.385 3.144 2.645
S 5.789 3.629 3.847
C 3.831 4.328 1.678
N 2.707 4.092 0.711
C 2.205 2.675 0.706
H -5.945 -1.367 1.122
H -4.369 -2.182 0.485
H -5.142 -0.767 -0.502
H -4.205 1.337 -0.170
H -5.639 1.357 1.185
H -4.014 2.361 2.926
H -2.499 1.936 1.877
H -3.849 3.759 -0.015
H -4.667 4.380 1.577
H -2.596 5.901 0.950
H -2.382 5.133 2.674
H -0.797 3.271 1.603
H -0.070 5.003 1.425
H -1.144 5.281 -1.014
H -1.912 3.525 -0.992
H 0.085 3.260 -2.367
H 1.169 4.463 -1.403
H -1.293 1.530 -2.114
H -1.933 0.325 -0.817
H -1.867 -0.933 -2.999
H -0.574 -1.768 -1.912
H 1.979 -2.040 2.800
H 2.885 -0.597 3.724
H 4.498 -1.309 1.105
H 4.281 -2.834 2.202
H 5.079 -0.301 3.989
H 6.330 -0.733 2.632
H 6.097 -1.801 5.027
H 6.898 3.939 3.037
H 4.289 5.416 1.739
C -0.618 -4.496 -3.877
O -1.417 -5.678 -3.870
C -1.963 -5.976 -2.664
O -1.823 -5.333 -1.635
O -2.691 -7.112 -2.801
C -3.328 -7.549 -1.602
H -0.233 -4.355 -4.891
H -1.220 -3.621 -3.612
H 0.234 -4.603 -3.197
H -4.039 -6.796 -1.246
H -2.585 -7.777 -0.831
H -3.882 -8.464 -1.828
*
```

Record 2
This record from OMol25 describes C27H36BrFeN6S2Si2 as an isolated structure in a non-equilibrium geometry. The level of theory is ωB97M-V/def2-TZVPD.

## Properties
Maximum force ... 0.02420 hartree/bohr
Total energy ... -179383.8799 eV

Structure (ORCA input):
```
! RIJCOSX wB97M-V def2-TZVPD def2/J DEFGRID3
* xyz -1 1
Fe -0.345 0.125 -0.162
N -1.153 -2.035 0.273
C -1.591 -3.266 -0.382
C -0.948 -3.538 -1.733
N -1.181 -2.466 -2.687
H -0.132 -1.977 0.250
H -1.394 -2.033 1.257
H -2.679 -3.228 -0.519
H -1.393 -4.138 0.255
H -1.344 -4.509 -2.066
H 0.132 -3.664 -1.623
H -2.152 -2.422 -2.972
H -0.612 -2.582 -3.515
C 1.774 2.166 2.394
Si 2.578 1.180 1.021
C 3.049 2.211 -0.492
C 4.312 0.877 1.754
C 1.724 -0.445 0.590
C 1.942 -0.820 -0.801
C 2.809 -1.818 -1.299
C 2.897 -2.044 -2.652
C 2.101 -1.310 -3.533
C 1.201 -0.422 -2.979
N 1.110 -0.186 -1.673
Si 2.031 -1.776 1.859
C 3.818 -2.150 2.375
C 1.131 -1.362 3.455
C 1.469 -3.506 1.271
H 2.376 3.068 2.548
H 1.783 1.598 3.329
H 0.749 2.451 2.181
H 4.123 2.103 -0.669
H 2.834 3.260 -0.278
H 2.523 1.967 -1.413
H 4.843 1.834 1.707
H 4.897 0.147 1.188
H 4.301 0.569 2.801
H 3.425 -2.374 -0.603
H 3.592 -2.784 -3.034
H 2.160 -1.441 -4.604
H 0.516 0.127 -3.615
H 4.257 -1.399 3.029
H 4.495 -2.281 1.526
H 3.793 -3.097 2.925
H 1.765 -0.752 4.104
H 0.886 -2.276 4.005
H 0.214 -0.796 3.281
H 1.236 -3.572 0.208
H 0.590 -3.841 1.827
H 2.270 -4.225 1.460
S -1.549 0.664 1.739
C -2.099 2.277 1.360
C -3.173 2.821 2.065
C -3.639 4.106 1.820
C -4.758 4.600 2.570
N -5.654 4.974 3.188
C -3.010 4.883 0.837
C -1.938 4.353 0.132
C -1.462 3.060 0.364
S -0.096 2.461 -0.537
C -3.456 6.214 0.538
N -3.795 7.285 0.287
H -3.657 2.219 2.824
H -1.454 4.960 -0.622
Br -5.613 -0.176 -4.320
C -4.189 0.046 -3.091
C -4.319 -0.427 -1.799
C -3.240 -0.264 -0.942
N -2.107 0.321 -1.322
C -2.019 0.813 -2.552
C -3.035 0.694 -3.488
H -5.227 -0.903 -1.457
H -3.259 -0.594 0.089
H -1.111 1.359 -2.768
H -2.922 1.103 -4.481
*
```